A structure of composition C74H63As2N6PPt, computed with ωB97M-V/def2-TZVPD.

Calculated values
E_HOMO: -12.15 eV
gap between HOMO and LUMO: 7.317 eV
total charge: +2
LUMO: -4.834 eV
2S+1: 1

Geometry as XYZ:
```
147
C74H63As2N6PPt (ωB97M-V/def2-TZVPD)
Pt -0.060 0.041 0.504
C -0.496 5.083 -1.675
N -0.196 4.068 -0.666
C -0.227 2.721 -0.802
N 0.124 2.153 0.356
C 0.460 3.167 1.231
C 0.226 4.366 0.604
C 0.442 5.755 1.053
C -0.641 6.561 1.394
C -0.431 7.863 1.822
C 0.861 8.363 1.914
C 1.943 7.561 1.578
C 1.736 6.260 1.146
C 1.234 2.992 2.473
C 1.113 3.889 3.534
C 1.937 3.777 4.640
C 2.900 2.777 4.702
C 3.026 1.884 3.650
C 2.196 1.990 2.543
P -0.288 1.969 -2.458
C -1.627 0.780 -2.307
N -2.000 0.129 -1.220
C -3.171 -0.523 -1.550
C -3.464 -0.281 -2.875
N -2.483 0.557 -3.336
C -2.371 1.069 -4.699
C -4.544 -0.778 -3.751
C -4.587 -2.124 -4.102
C -5.602 -2.599 -4.919
C -6.577 -1.731 -5.392
C -6.538 -0.386 -5.047
C -5.525 0.090 -4.228
C -3.985 -1.347 -0.637
C -3.392 -2.086 0.374
C -4.136 -2.959 1.152
C -5.501 -3.078 0.948
C -6.117 -2.303 -0.028
C -5.368 -1.445 -0.815
C 1.193 0.923 -2.335
N 1.719 0.420 -1.227
C 2.969 -0.047 -1.566
C 3.163 0.122 -2.917
N 2.039 0.752 -3.386
C 1.828 1.179 -4.765
C 4.329 -0.204 -3.759
C 4.191 -1.016 -4.883
C 5.297 -1.334 -5.656
C 6.550 -0.849 -5.308
C 6.694 -0.041 -4.188
C 5.589 0.283 -3.416
C 3.999 -0.494 -0.605
C 4.363 0.342 0.449
C 5.353 -0.037 1.345
C 6.005 -1.252 1.187
C 5.689 -2.065 0.106
C 4.702 -1.682 -0.790
H -0.619 4.605 -2.641
H 0.322 5.798 -1.722
H -1.411 5.608 -1.410
H -1.648 6.162 1.336
H -1.275 8.487 2.088
H 1.025 9.378 2.251
H 2.950 7.951 1.651
H 2.579 5.626 0.892
H 0.364 4.670 3.500
H 1.829 4.477 5.459
H 3.550 2.702 5.565
H 3.786 1.111 3.683
H 2.297 1.306 1.715
H -2.943 0.424 -5.359
H -1.331 1.063 -5.014
H -2.763 2.083 -4.768
H -3.830 -2.799 -3.721
H -5.633 -3.647 -5.186
H -7.370 -2.103 -6.028
H -7.300 0.290 -5.412
H -5.503 1.136 -3.944
H -2.335 -1.968 0.556
H -3.645 -3.539 1.924
H -6.086 -3.760 1.552
H -7.187 -2.368 -0.178
H -5.861 -0.850 -1.572
H 2.785 1.441 -5.206
H 1.179 2.051 -4.776
H 1.376 0.381 -5.353
H 3.216 -1.414 -5.142
H 5.182 -1.966 -6.528
H 7.414 -1.099 -5.910
H 7.670 0.341 -3.916
H 5.701 0.914 -2.543
H 3.896 1.313 0.536
H 5.639 0.633 2.147
H 6.783 -1.547 1.880
H 6.226 -2.992 -0.050
H 4.486 -2.297 -1.652
C 1.901 -2.113 1.930
C 1.308 -1.511 3.222
As -0.257 -0.386 2.835
C -0.509 1.070 4.071
C -1.367 2.101 3.703
C -1.780 3.022 4.651
C -1.333 2.914 5.964
C -0.472 1.889 6.324
C -0.060 0.956 5.379
C -1.802 -1.375 3.454
C -3.040 -0.767 3.248
C -4.166 -1.240 3.898
C -4.070 -2.334 4.748
C -2.846 -2.954 4.941
C -1.708 -2.468 4.306
As 0.520 -2.283 0.554
C -0.437 -3.899 1.000
C -0.110 -4.601 2.155
C -0.692 -5.835 2.406
C -1.588 -6.376 1.495
C -1.887 -5.691 0.324
C -1.307 -4.459 0.071
C 1.186 -2.798 -1.173
C 0.488 -2.335 -2.285
C 0.855 -2.762 -3.554
C 1.914 -3.649 -3.707
C 2.599 -4.116 -2.595
C 2.234 -3.696 -1.323
H 2.438 -3.043 2.117
H 2.599 -1.407 1.486
H 2.060 -0.908 3.726
H 0.987 -2.285 3.916
H -1.711 2.189 2.679
H -2.453 3.822 4.369
H -1.659 3.630 6.708
H -0.122 1.806 7.346
H 0.599 0.149 5.673
H -3.131 0.079 2.579
H -5.122 -0.762 3.729
H -4.950 -2.703 5.259
H -2.764 -3.807 5.603
H -0.761 -2.946 4.510
H 0.606 -4.206 2.863
H -0.437 -6.378 3.307
H -2.040 -7.340 1.688
H -2.571 -6.119 -0.398
H -1.535 -3.947 -0.856
H -0.336 -1.642 -2.162
H 0.304 -2.416 -4.421
H 2.195 -3.993 -4.694
H 3.416 -4.817 -2.717
H 2.758 -4.083 -0.456
```

Here are the Löwdin charges for atoms 1 to 5, given in e:
1 Pt 0.676
2 C 0.011
3 N -0.040
4 C -0.409
5 N -0.043